Below is a 5-piece molecular cluster, C12H32ClN4O4 overall, with properties calculated with ωB97M-V/def2-TZVPD.

Atoms and positions in Å:
C1 -20.67629 -10.55734 17.08232
C2 -19.28250 -11.10655 16.77494
O1 -18.58316 -11.73016 17.53182
N1 -18.80296 -10.86376 15.33288
H1 -18.34974 -11.72365 15.05851
H2 -19.59998 -10.79173 14.71671
C3 -17.88907 -9.64968 15.29209
H3 -21.01682 -9.95299 16.24154
H4 -20.70216 -9.86939 17.92740
H5 -21.26839 -11.47118 17.13153
H6 -17.42786 -9.51644 14.31350
H7 -17.10895 -9.64994 16.05334
H8 -18.48390 -8.77411 15.55219
C4 -12.75195 -23.89784 12.41766
C5 -13.80107 -22.82300 12.14256
O2 -14.69999 -22.55782 12.87799
N2 -13.60307 -21.96750 10.84261
H9 -13.03397 -22.40662 10.13310
H10 -14.48964 -21.71268 10.43132
C6 -13.03104 -20.61780 11.28889
H11 -12.89233 -24.02561 13.49100
H12 -11.74155 -23.64761 12.09427
H13 -13.04006 -24.85705 11.98753
H14 -11.95583 -20.77063 11.38201
H15 -13.58767 -20.16802 12.11105
H16 -13.12612 -20.00373 10.39336
C7 -11.25733 -13.49213 16.94134
C8 -10.00266 -13.95889 16.39409
O3 -8.92514 -14.03070 16.94532
N3 -10.03884 -14.47616 14.91166
H17 -9.44053 -15.28336 14.80887
H18 -10.93333 -14.91877 14.75650
C9 -9.74090 -13.26207 14.02050
H19 -12.02946 -14.26056 16.90336
H20 -11.61835 -12.60202 16.42610
H21 -11.15122 -13.10739 17.95564
H22 -10.60113 -12.59629 14.09008
H23 -9.64934 -13.54396 12.97157
H24 -8.73651 -12.87272 14.18693
C10 -24.00751 -16.85686 15.60804
C11 -22.53778 -16.98010 15.33587
O4 -21.72954 -16.61176 16.16760
N4 -22.08442 -17.38007 13.93163
H25 -22.64806 -18.15497 13.61235
H26 -22.13760 -16.45280 13.53484
C12 -20.73887 -17.98021 13.76776
H27 -24.51020 -17.80699 15.42731
H28 -24.45420 -16.11472 14.94637
H29 -24.19393 -16.56380 16.64122
H30 -19.94360 -17.23499 13.75084
H31 -20.63139 -18.63986 12.90671
H32 -20.51563 -18.69688 14.55810
Cl1 -14.95921 -14.70421 13.33366

F_max	4.7	eV/Å
total energy	-39607.831	eV
E_LUMO	-6.8	eV
charge	+3
HOMO level	-12.17	eV
HOMO-LUMO gap	5.3	eV